ORCA calculation (ωB97M-V with the def2-TZVPD basis set) on an isolated molecule of C4H6O2S in a non-equilibrium geometry.

Geometry (Å):
C  -0.43503  1.57707  -0.10331
C  0.86982  1.57529  -0.03311
S  1.85348  0.13649  -0.59054
C  1.05689  -1.29432  0.18672
O  -0.11812  -1.52398  -0.44952
C  -1.30872  -0.70359  -0.21349
O  -1.21620  0.62608  -0.70466
H  -1.11608  2.38580  0.36009
H  1.34135  2.41171  0.34109
H  0.89661  -1.01196  1.23332
H  1.74642  -2.13728  0.00452
H  -1.51109  -0.86607  0.89931
H  -2.05935  -1.17526  -0.93040

The value obtained for the molecular weight is 118.16 g mol⁻¹. The value obtained for the orbital gap is 9.725 eV. The charge is 0. The largest force on an atom comes out at 3.10 eV Å⁻¹. As for the spin multiplicity: 1. The calculation puts the HOMO energy at -0.324 hartree.